(1)
{"formula": "C43H63BClKN4OP2Sb", "method": "ωB97M-V/def2-TZVPD", "symbols": ["K", "C", "C", "C", "C", "P", "C", "N", "B", "N", "C", "P", "C", "C", "C", "C", "C", "C", "C", "C", "C", "C", "C", "C", "C", "C", "C", "C", "C", "C", "H", "H", "H", "H", "H", "H", "H", "H", "H", "H", "H", "H", "H", "H", "H", "H", "H", "H", "H", "H", "H", "H", "H", "H", "H", "H", "H", "H", "H", "H", "H", "H", "H", "H", "H", "H", "H", "H", "H", "H", "H", "H", "H", "H", "Cl", "C", "C", "C", "C", "O", "C", "C", "N", "C", "C", "C", "C", "C", "C", "C", "C", "N", "C", "C", "H", "H", "H", "H", "H", "H", "H", "H", "H", "H", "C", "Sb", "C", "C", "H", "H", "H", "H", "H", "H", "H", "H", "H"], "positions_angstrom": [[-0.7359, -0.1936, 0.1373], [2.3248, -0.8142, 5.4393], [1.0908, -0.7266, 4.5333], [-0.0624, -0.0613, 5.2911], [0.6404, -2.1637, 4.2156], [1.2588, 0.0633, 2.8104], [2.9465, -0.6172, 2.3817], [3.1678, -0.6873, 0.9538], [2.1952, -0.3742, -0.1165], [2.9984, -0.7460, -1.3042], [2.5496, -0.7901, -2.6859], [1.0848, 0.3341, -2.9981], [1.9830, 1.7313, -3.9029], [2.7034, 1.4077, -5.2118], [3.0287, 2.2166, -2.8765], [0.9914, 2.8754, -4.1590], [0.1181, -0.7253, -4.2283], [0.8535, -1.2933, -5.4458], [-0.4069, -1.9019, -3.3816], [-1.0996, 0.0879, -4.6887], [4.2568, -1.2338, -0.9570], [5.3022, -1.7235, -1.7233], [6.4747, -2.1477, -1.0764], [6.5831, -2.0914, 0.3049], [5.5205, -1.6119, 1.0871], [4.3655, -1.1855, 0.4526], [1.6509, 1.9110, 3.0226], [0.3108, 2.6674, 2.9197], [2.3778, 2.3278, 4.2999], [2.5274, 2.3479, 1.8389], [2.1262, -1.5297, 6.2499], [2.5716, 0.1384, 5.9029], [3.2087, -1.1715, 4.9037], [-0.2999, -0.6480, 6.1886], [-0.9658, -0.0138, 4.6754], [0.1825, 0.9511, 5.6161], [0.3436, -2.6684, 5.1448], [1.4364, -2.7562, 3.7558], [-0.2143, -2.1708, 3.5329], [3.0101, -1.6193, 2.8195], [3.7277, -0.0214, 2.8702], [2.2710, -1.8094, -2.9652], [3.3695, -0.5090, -3.3508], [3.3093, 0.5009, -5.1468], [3.3787, 2.2353, -5.4686], [2.0022, 1.2905, -6.0394], [3.8901, 1.5458, -2.8290], [2.6240, 2.2745, -1.8615], [3.3905, 3.2114, -3.1673], [0.2978, 2.6387, -4.9688], [1.5387, 3.7825, -4.4482], [0.3980, 3.1037, -3.2706], [1.8431, -1.6829, -5.1888], [0.9763, -0.5472, -6.2328], [0.2738, -2.1249, -5.8703], [0.3553, -2.6702, -3.2299], [-1.2576, -2.3735, -3.8894], [-0.7431, -1.5867, -2.3903], [-0.8151, 0.9234, -5.3330], [-1.6519, 0.4888, -3.8311], [-1.7801, -0.5561, -5.2600], [5.2205, -1.7856, -2.8030], [7.3006, -2.5310, -1.6646], [7.4933, -2.4302, 0.7870], [5.6037, -1.5799, 2.1683], [-0.4173, 2.3339, 3.6605], [-0.1412, 2.5283, 1.9316], [0.4755, 3.7430, 3.0670], [1.7616, 2.2158, 5.1923], [2.6487, 3.3898, 4.2192], [3.3042, 1.7626, 4.4429], [2.1571, 1.9457, 0.8938], [3.5592, 1.9999, 1.9519], [2.5422, 3.4487, 1.7953], [-5.6780, -4.5646, -3.7669], [-4.5598, -3.8098, -2.6432], [-3.5844, -4.5911, -1.9997], [-2.7067, -4.0140, -1.1212], [-2.7323, -2.6083, -0.8178], [-1.9054, -2.0979, 0.0008], [-3.7457, -1.8416, -1.4984], [-3.9334, -0.4146, -1.3065], [-3.2019, 0.3608, -0.6016], [-3.5751, 1.7010, -0.4343], [-4.8655, 2.0981, -0.1982], [-5.1986, 3.4617, -0.0041], [-4.2395, 4.4250, -0.0389], [-2.8849, 4.0574, -0.2557], [-1.8315, 5.0013, -0.2833], [-0.5526, 4.5850, -0.4814], [-0.3103, 3.1995, -0.6508], [-1.2499, 2.3012, -0.6365], [-2.5391, 2.7000, -0.4387], [-4.6336, -2.4700, -2.3913], [-3.5333, -5.6536, -2.2081], [-1.9412, -4.6047, -0.6309], [-4.7858, 0.0119, -1.8548], [-5.6360, 1.3383, -0.1303], [-6.2305, 3.7342, 0.1814], [-4.4896, 5.4691, 0.1117], [-2.0619, 6.0521, -0.1430], [0.2736, 5.2850, -0.5025], [0.6990, 2.8173, -0.7963], [-5.3899, -1.8735, -2.8921], [-5.0396, -1.5805, 1.9029], [-3.0106, -1.4592, 2.6248], [-2.8136, -3.5938, 2.7692], [-3.6518, -1.3339, 4.7119], [-5.6334, -2.1534, 2.6157], [-5.0568, -2.0795, 0.9308], [-5.4682, -0.5797, 1.7921], [-3.6158, -3.9834, 3.4012], [-1.8459, -3.8686, 3.1960], [-2.8886, -4.0217, 1.7652], [-4.5372, -1.9558, 4.8780], [-3.8795, -0.3012, 4.9969], [-2.8409, -1.6932, 5.3554]], "mulliken_charge": [0.9387, -1.9172, 1.9668, -1.6549, -1.8594, 0.9122, -2.5414, 0.4483, 0.7258, 0.4985, -1.7647, 1.0605, 2.0188, -1.9166, -1.8275, -1.5896, 2.0924, -1.8322, -2.3733, -1.9539, 0.4082, -0.5537, -0.8486, -0.7548, -0.6287, 0.0196, 2.0326, -1.5174, -2.0135, -1.5990, 0.5597, 0.2969, 0.2367, 0.5556, 0.0165, 0.2049, 0.6164, 0.3343, -0.0017, 1.0305, 0.5118, 0.6460, 0.3485, 0.2328, 0.4903, 0.2839, 0.3083, 0.1325, 0.5744, 0.3363, 0.5085, 0.1074, 0.1745, 0.3430, 0.5331, 0.3619, 0.6820, 0.2998, 0.3520, 0.2009, 0.5110, 0.4195, 0.3700, 0.3727, 0.4468, 0.2657, 0.2040, 0.4782, 0.3381, 0.5001, 0.2823, -0.1555, 0.3055, 0.5974, -0.2857, -0.0387, -0.5194, -0.5281, -0.0354, -0.3353, 1.2563, -1.6166, 1.5942, -0.8122, -0.6282, -0.9255, -0.9030, 0.9195, -1.0535, -1.4424, -0.6325, 1.0723, 0.1371, -1.0273, 0.4044, 0.4303, 0.4267, 0.4937, 0.3844, 0.3947, 0.4006, 0.5351, 0.7720, 0.3726, -1.2701, 0.5611, -1.2873, -1.5019, 0.5773, 0.2739, 0.2871, 0.4559, 0.3423, 0.2955, 0.4910, 0.4161, 0.3591], "gap_ha": 0.17314, "e_tot_ev": -108263.6551, "e_above_lowest_kcal_mol": 8.7, "largest_force_ev_per_a": 2.11, "charge": -1, "e_lumo_ha": 0.077}

---

(2)
{"formula": "C43H63N6O13P3SY", "method": "ωB97M-V/def2-TZVPD", "symbols": ["Y", "C", "O", "C", "C", "C", "C", "C", "C", "N", "N", "C", "O", "C", "C", "C", "C", "C", "C", "C", "O", "H", "H", "H", "H", "H", "H", "H", "H", "H", "H", "H", "H", "C", "C", "C", "C", "C", "C", "C", "S", "O", "O", "N", "C", "C", "O", "O", "H", "H", "H", "H", "H", "H", "H", "H", "H", "C", "C", "C", "O", "P", "O", "C", "P", "O", "O", "C", "C", "C", "O", "C", "C", "C", "O", "C", "C", "C", "H", "H", "H", "H", "H", "H", "H", "H", "H", "H", "H", "H", "H", "H", "H", "H", "H", "H", "H", "H", "H", "H", "H", "H", "H", "H", "H", "H", "H", "H", "C", "N", "C", "N", "C", "N", "C", "P", "C", "C", "H", "H", "H", "H", "H", "H", "H", "H", "H", "H", "H", "H"], "positions_angstrom": [[0.4301, -0.8525, 0.3351], [4.7586, 0.3930, 1.0410], [4.4559, 1.7810, 1.1489], [3.4298, 2.1436, 1.9916], [3.6182, 3.2746, 2.7564], [2.6167, 3.7499, 3.6096], [1.4290, 3.0567, 3.6858], [1.1972, 1.9193, 2.9020], [-0.0950, 1.2640, 3.0427], [-0.5602, 0.3248, 2.3079], [-1.7951, -0.1639, 2.7521], [-1.9586, -1.3957, 2.3451], [-1.1357, -2.0686, 1.6333], [-3.2315, -2.0692, 2.7485], [-4.1339, -1.4684, 3.6218], [-5.3152, -2.1113, 3.9522], [-5.6064, -3.3584, 3.4124], [-4.7091, -3.9590, 2.5420], [-3.5250, -3.3165, 2.2123], [2.1931, 1.4334, 2.0146], [2.0076, 0.4073, 1.2568], [5.7979, 0.3409, 0.7088], [4.1005, -0.1093, 0.3312], [4.6689, -0.0978, 2.0136], [4.5729, 3.7790, 2.6820], [2.7856, 4.6319, 4.2118], [0.6435, 3.3913, 4.3523], [-0.7174, 1.5936, 3.8808], [-3.8908, -0.4981, 4.0287], [-6.0125, -1.6407, 4.6331], [-6.5306, -3.8586, 3.6703], [-4.9320, -4.9276, 2.1148], [-2.8151, -3.7607, 1.5277], [-6.9697, 0.5944, -0.9922], [-5.6588, -0.0480, -1.3581], [-5.4035, -0.4695, -2.6599], [-4.1884, -1.0472, -2.9990], [-3.2105, -1.2104, -2.0285], [-3.4572, -0.8137, -0.7265], [-4.6726, -0.2367, -0.3953], [-1.6221, -1.8643, -2.5115], [-1.9033, -2.9768, -3.3970], [-1.0003, -0.7193, -3.1810], [-0.8585, -2.2239, -1.2063], [-0.4759, -3.6344, -1.0409], [0.9816, -3.8034, -0.5996], [1.4908, -4.9133, -0.6874], [1.5561, -2.7575, -0.1181], [-7.6957, 0.4986, -1.7989], [-6.8383, 1.6576, -0.7831], [-7.3923, 0.1377, -0.0972], [-6.1714, -0.3533, -3.4161], [-3.9965, -1.3881, -4.0069], [-2.7012, -0.9766, 0.0309], [-4.8509, 0.0592, 0.6301], [-0.6125, -4.1940, -1.9691], [-1.0883, -4.1235, -0.2715], [-1.2897, 5.3386, -0.6571], [-0.5498, 4.0409, -0.4149], [0.7971, 4.2400, 0.2433], [-0.3096, 3.4295, -1.7158], [-0.6691, 1.8965, -1.9646], [-0.6226, 1.0907, -0.7228], [0.6143, 1.5406, -3.1837], [2.0902, 0.8989, -2.3669], [1.7569, -0.2267, -1.4813], [2.7475, 2.0650, -1.5650], [3.5657, 3.1929, -1.9373], [2.9648, 3.9506, -3.1038], [4.9900, 2.7368, -2.1780], [3.1329, 0.5706, -3.5030], [3.0899, -0.5645, -4.4357], [2.3600, -1.7804, -3.9021], [2.5299, -0.0640, -5.7530], [-2.1304, 1.8839, -2.5224], [-2.7670, 2.3044, -3.7496], [-2.1120, 1.7357, -4.9925], [-2.8712, 3.8159, -3.7756], [-1.4281, 5.8596, 0.2894], [-2.2676, 5.1661, -1.1049], [-0.7087, 5.9802, -1.3210], [-1.1633, 3.3581, 0.1787], [1.3820, 4.9615, -0.3293], [1.3462, 3.3022, 0.2885], [0.6824, 4.6145, 1.2594], [0.8440, 2.4595, -3.7241], [0.2719, 0.7623, -3.8556], [3.5305, 3.8145, -1.0374], [2.9623, 3.3365, -4.0045], [3.5684, 4.8368, -3.3013], [1.9478, 4.2678, -2.8777], [5.0458, 2.0935, -3.0536], [5.3521, 2.1979, -1.3077], [5.6254, 3.6086, -2.3386], [4.1510, -0.8035, -4.5616], [1.2919, -1.5991, -3.7875], [2.7519, -2.1027, -2.9407], [2.4920, -2.5886, -4.6232], [1.4588, 0.1176, -5.6811], [2.6866, -0.8202, -6.5216], [3.0265, 0.8542, -6.0631], [-3.7639, 1.8626, -3.6472], [-1.1952, 2.2686, -5.2392], [-2.7997, 1.8523, -5.8314], [-1.8988, 0.6789, -4.8541], [-1.8801, 4.2685, -3.7577], [-3.4371, 4.1807, -2.9197], [-3.3790, 4.1295, -4.6878], [2.6507, -3.0970, 5.7198], [1.2024, -3.0124, 5.5684], [0.7043, -4.3364, 5.1998], [1.3386, -4.9204, 4.0247], [2.7801, -4.9339, 4.2349], [3.3592, -3.6310, 4.5610], [3.2563, -2.7147, 3.4194], [1.5140, -2.3955, 2.8559], [0.8429, -2.0217, 4.5481], [0.9946, -4.1738, 2.8097], [2.8594, -3.7551, 6.5702], [3.0403, -2.1014, 5.9450], [-0.3719, -4.2711, 5.0248], [0.8832, -5.0066, 6.0486], [3.2628, -5.3211, 3.3358], [2.9943, -5.6097, 5.0705], [3.8198, -3.1269, 2.5783], [3.7225, -1.7621, 3.6904], [-0.2475, -1.9515, 4.4850], [1.2065, -1.0383, 4.8641], [1.4594, -4.6500, 1.9427], [-0.0876, -4.2048, 2.6562]], "mulliken_charge": [0.4406, -0.6065, -0.3747, -0.0456, -0.7314, -0.7459, -0.9419, 1.1858, -1.3979, 1.6981, -1.3161, -0.2762, 0.5275, 0.3248, -0.2553, -0.8155, -0.4743, -1.0787, -0.1664, 0.2009, 0.8333, 0.2149, 0.0434, 0.3010, 0.4380, 0.3801, 0.3979, 0.2585, 0.4256, 0.4180, 0.3966, 0.4226, 0.4158, -1.5033, 0.8392, -0.9582, -0.8511, -0.3413, 0.2839, -0.9439, 1.2235, -0.8342, -0.7378, 0.7885, -0.8392, 0.6318, -0.8466, -0.4266, 0.3872, 0.2723, 0.3482, 0.3264, 0.5545, 0.3106, 0.5519, 0.7862, -0.3912, -1.6408, 1.0536, -0.6973, -0.2638, -0.4671, -0.9173, 0.0006, -0.4988, -0.3026, 0.5578, 0.8427, -1.3922, -1.2499, -0.4150, 0.5068, -1.1846, -1.3193, 0.1186, 0.9340, -1.3811, -1.3107, 0.4296, 0.3425, 0.3122, -0.0566, 0.3952, -0.4201, 0.5257, 0.8188, 0.3261, 0.2930, 0.2447, 0.5333, 0.1416, 0.1362, 0.1620, 0.4648, 0.4336, 0.0455, 0.2813, 0.5084, 0.1524, 0.4779, 0.3297, 0.0756, 0.2992, 0.5286, 0.2436, 0.1596, 0.2459, 0.4965, -0.9858, 0.1285, -0.9355, 0.1507, -0.9744, 0.1475, -1.6022, 2.9898, -1.4422, -1.3525, 0.3138, 0.4034, 0.4485, 0.2815, 0.4240, 0.3114, 0.3317, 0.3558, 0.3684, 0.3758, 0.4340, 0.1998], "gap_ha": 0.24874, "e_tot_ev": -120930.5394, "e_above_lowest_kcal_mol": 3.2, "largest_force_ev_per_a": 0.52, "charge": -1, "e_lumo_ha": 0.076}